Record 1
Formula: C27H38I2IrN5O
Source: the Open Molecules 2025 dataset
Level of theory: ωB97M-V/def2-TZVPD

The charge is +2. The value obtained for the largest force on an atom is 0.5 eV Å⁻¹. The relative energy (zero: lowest compared OMol25 entry of this formula, charge and spin) is 32.2 kJ/mol. The LUMO energy (spin up / spin down) comes out at -5.97 / -5.97 eV.

Positions of all 74 atoms, in Å:
Ir 0.92705 0.59363 0.67667
I 5.71416 0.33857 -5.29191
C 4.27486 0.73380 -3.85139
C 3.16197 1.50584 -4.16606
C 2.21911 1.73848 -3.18810
I 0.61269 2.98051 -3.74098
C 2.30511 1.22853 -1.88483
O 1.30368 1.52578 -1.03420
C 3.45654 0.48674 -1.57767
C 3.79156 -0.14182 -0.23703
N 2.98536 0.35806 0.90286
C 3.29629 -0.31345 2.19116
C 2.18009 -0.10901 3.18678
C 2.38535 -0.24266 4.54692
C 1.29825 -0.19795 5.40565
C 0.02963 -0.02926 4.87237
C -0.10170 0.11992 3.50694
N 0.94798 0.10518 2.67655
C 4.41285 0.25142 -2.56527
H 3.04160 1.92012 -5.15672
H 4.84621 0.04837 -0.02084
H 3.65933 -1.21937 -0.28528
H 3.23303 1.34522 1.01639
H 4.26048 0.00545 2.59036
H 3.37390 -1.38190 1.99387
H 3.38675 -0.39695 4.92482
H 1.43853 -0.30647 6.47217
H -0.84848 -0.01309 5.50128
H -1.07495 0.23162 3.04794
H 5.29223 -0.32702 -2.30819
C -2.87604 0.62494 -3.46597
C -2.75259 0.00651 -2.09726
C -3.89624 -0.29180 -1.35283
C -3.81771 -0.88719 -0.09960
C -5.05973 -1.22740 0.67607
C -2.55353 -1.17608 0.42392
C -1.38744 -0.89150 -0.29392
C -1.50940 -0.29309 -1.55977
N -0.08251 -1.15029 0.16879
C 0.23958 -2.55737 0.55284
C 0.04051 -2.89860 2.03895
C -0.61211 -3.49202 -0.31081
C 1.69648 -2.81774 0.21247
H -3.62545 0.10746 -4.06444
H -1.93111 0.61047 -4.00498
H -3.22468 1.66528 -3.41304
H -4.87361 -0.08471 -1.77643
H -5.95706 -1.05083 0.08663
H -5.13156 -0.63071 1.58714
H -5.05241 -2.27561 0.97549
H -2.47543 -1.63751 1.39966
H -0.60115 -0.10711 -2.12429
H -0.97005 -2.70412 2.39516
H 0.73979 -2.34114 2.66008
H 0.23851 -3.96031 2.19723
H -1.63551 -3.57235 0.05157
H -0.16644 -4.48663 -0.29694
H -0.63634 -3.14976 -1.34559
H 2.31485 -2.09831 0.72851
H 1.86895 -2.72818 -0.86167
H 1.99682 -3.81485 0.53606
N -2.45264 3.97485 -1.78594
C -2.45055 3.20379 -0.49107
C -1.06743 2.59511 -0.35114
N -0.97058 1.57409 0.70254
H -3.33166 4.47295 -1.94061
H -2.29038 3.33390 -2.57311
H -1.68625 4.65430 -1.81339
H -3.21521 2.42929 -0.58315
H -2.72381 3.89685 0.30339
H -0.30152 3.35340 -0.18259
H -0.80619 2.10502 -1.28669
H -1.70998 0.88295 0.55610
H -1.11063 1.99575 1.61832

---

Record 2
Formula: C27H38N2O10
Source: the Open Molecules 2025 dataset
Level of theory: ωB97M-V/def2-TZVPD

Its SMILES is CCCOCc1cc(CCCOC(C)=O)cc2nc(CCCOC)cnc12.O=C1OCCO1.O=C1OCCO1. The value obtained for the largest force on an atom is 5.8 eV Å⁻¹. The LUMO energy comes out at -0.42 eV.

Positions of all 77 atoms, in Å:
C 2.65236 1.81217 5.24364
C 2.66281 3.15990 4.33999
C 3.22474 2.92602 2.84866
O 2.20567 2.81610 1.82153
C 1.07591 2.01987 2.25361
C 0.27233 1.44915 0.96699
C -0.91720 2.28714 0.46624
C -1.75356 1.76810 -0.74930
C -3.05357 2.52905 -1.34620
C -4.31481 1.56720 -0.95851
C -4.32043 1.21698 0.63361
O -5.69346 1.33479 1.13875
C -5.82466 0.67613 2.39890
C -5.76160 1.49737 3.79228
O -6.03925 -0.56824 2.45995
C -1.35255 0.43126 -1.40950
C -0.13108 -0.42534 -0.88650
N 0.11660 -1.67437 -1.55601
C 1.21140 -2.37530 -0.97504
C 1.58653 -3.81550 -1.57723
C 2.85924 -3.81081 -2.56242
C 2.50780 -4.82147 -3.78798
O 2.15690 -6.15411 -3.35310
C 0.77654 -6.49163 -3.61327
C 2.05587 -1.81760 0.20614
N 1.84302 -0.58593 0.88729
C 0.70515 0.07779 0.31148
H 3.27366 1.91606 6.20150
H 1.54252 1.61392 5.52261
H 2.98761 0.90837 4.61848
H 1.63611 3.67362 4.37804
H 3.39726 3.89799 4.84992
H 3.89653 1.99281 2.76876
H 3.86141 3.85281 2.57535
H 1.34809 1.13736 2.92356
H 0.32764 2.72734 2.78297
H -1.23986 3.26223 0.95480
H -2.97117 2.70974 -2.46880
H -3.12790 3.55041 -0.81003
H -4.09460 0.56491 -1.48632
H -5.31504 1.99597 -1.30325
H -3.68222 1.98436 1.20970
H -3.89798 0.15601 0.81565
H -5.12961 2.45841 3.68987
H -6.81720 1.81025 4.11089
H -5.29361 0.82682 4.60129
H -1.95263 0.02309 -2.30688
H 1.66962 -4.57806 -0.72989
H 0.67158 -4.12644 -2.21449
H 3.73834 -4.27028 -1.96379
H 3.16040 -2.78114 -2.94978
H 1.75983 -4.31936 -4.49796
H 3.49269 -4.92751 -4.39212
H 0.30210 -6.75371 -2.58656
H 0.65080 -7.44694 -4.25053
H 0.14017 -5.64865 -4.04557
H 2.93246 -2.46846 0.57667
C -2.17411 4.79286 5.81097
C -3.13472 4.07507 4.91227
O -2.36960 2.97654 4.43696
C -1.38442 2.74998 5.34974
O -0.66319 1.79379 5.34296
O -1.32582 3.75034 6.27103
H -2.67313 5.28497 6.64718
H -1.56939 5.52991 5.27445
H -4.00635 3.69218 5.45162
H -3.47614 4.69832 4.08399
C 4.44196 -3.41241 -7.78747
C 3.89758 -2.16273 -8.40968
O 2.55317 -2.13623 -7.95184
C 2.50559 -2.86838 -6.80567
O 1.55913 -2.91344 -6.07132
O 3.67114 -3.54122 -6.60103
H 5.50473 -3.33344 -7.55355
H 4.28026 -4.29604 -8.41171
H 4.40910 -1.26223 -8.05719
H 3.93652 -2.18849 -9.49975

---

Record 3
Formula: C27H38O6
Source: the Open Molecules 2025 dataset
Level of theory: ωB97M-V/def2-TZVPD

Its SMILES is CC(C)(C)CC(=O)OCC(=O)[C@@]1(O)CC[C@@H]2[C@@H]3CCC4=CC(=O)C=C[C@]4(C)[C@H]3[C@@H](O)C[C@@]21C. The value obtained for the largest force on an atom is 14.8 eV Å⁻¹. The relative energy (zero: lowest compared OMol25 entry of this formula, charge and spin) is 2320.8 kJ/mol. The LUMO energy comes out at 0.08 eV.

Positions of all 71 atoms, in Å:
C -5.47687 -1.90799 0.79599
H -5.08415 -1.12061 1.38908
H -5.79291 -2.62631 1.27453
H -4.57978 -2.31515 0.18701
C -6.52803 -1.58391 -0.46047
C -7.81118 -0.89028 0.46794
H -7.55661 -0.03720 1.13027
H -8.19351 -1.50034 0.99669
H -8.58565 -0.50489 -0.38977
C -6.97495 -2.61956 -1.19382
H -7.57655 -3.12189 -0.55827
H -6.27154 -2.95112 -1.77849
H -7.68561 -2.41277 -2.06133
C -5.88313 -0.25283 -1.18650
C -5.24198 0.73096 -0.55835
O -5.84161 1.57299 0.33700
O -3.85416 0.47183 -0.46743
C -3.15487 1.54730 0.27575
H -3.47978 2.69348 0.03561
H -3.10077 1.36743 1.37122
C -1.75379 1.63111 -0.48298
O -1.40941 2.72703 -0.76966
C -0.91182 0.45813 -0.22753
O -1.69963 -0.63649 0.50487
H -2.48997 -0.60053 -0.35864
C -0.32935 0.00176 -1.71846
H -1.07186 0.20605 -2.46573
H -0.38850 -0.94508 -1.83751
C 0.92879 0.50895 -1.72960
H 1.10420 1.20229 -2.60401
H 1.72648 -0.15164 -2.07495
C 1.28734 1.23925 -0.64218
C 0.44278 0.62793 0.53942
C 0.13491 1.32397 1.73062
H -0.25994 2.36243 1.47240
H -0.52886 1.16941 2.43855
H 1.10628 1.60176 2.13517
C 0.99118 -0.75723 1.17911
H 0.90839 -1.41401 0.08253
H 0.26926 -1.07394 1.80998
C 2.54017 -0.80348 1.52039
O 2.48126 0.03059 2.82396
H 1.88415 -0.44204 3.24164
C 3.28310 -0.23452 0.28787
C 2.69410 1.35836 -0.17741
C 3.77284 1.86967 -1.24174
C 5.18914 1.86272 -0.84470
C 5.67661 0.42767 -0.55298
C 6.44886 0.02543 -1.47405
C 6.69317 -1.39047 -1.11814
O 7.62981 -1.98558 -1.95528
C 6.24140 -2.06054 -0.04967
C 5.52750 -1.42044 0.68523
C 4.93141 -0.15925 0.68146
C 5.34536 0.63170 1.97903
H 4.78914 1.76673 2.10138
H 4.89156 0.08565 2.67279
H 6.22734 0.84288 1.95309
H 4.97385 -1.88901 1.67741
H 6.68089 -3.13021 0.49337
H 6.94427 0.36317 -2.29903
H 5.72182 2.36921 -1.63578
H 5.31838 2.62390 -0.08788
H 3.34088 1.32494 -2.04041
H 3.27342 2.83455 -1.37914
H 2.91241 1.85297 0.82047
H 3.24194 -0.84643 -0.55864
H 2.83869 -1.65136 1.62119
H 0.85465 2.22349 -0.54576
H -5.10885 -0.74524 -1.46399
H -6.62214 0.24464 -1.72275

---

Record 4
Formula: C27H39Br2O4PS4W
Source: the Open Molecules 2025 dataset
Level of theory: ωB97M-V/def2-TZVPD

As for the expectation value of S²: 0.765. The charge is +3. The value obtained for the largest force on an atom is 0.3 eV Å⁻¹. The relative energy (zero: lowest compared OMol25 entry of this formula, charge and spin) is 14.5 kJ/mol. The spin multiplicity is 2. The LUMO energy (spin up / spin down) comes out at -11.26 / -11.26 eV.

Positions of all 78 atoms, in Å:
W 0.09361 0.25966 0.60605
Br -4.37225 4.35861 3.56430
C -5.51363 4.42295 4.88301
Br -1.87776 0.76553 2.03972
H -6.50860 4.00368 4.75387
H -5.21864 4.88191 5.82392
O -0.27204 2.17063 -0.22086
S -1.44608 2.57523 -1.14934
C -0.56780 3.42082 -2.50747
C 0.69797 2.65233 -2.87899
C 0.42721 1.19958 -3.28254
C 1.66888 0.31493 -3.34546
S 2.62121 0.35551 -1.79563
O 1.49254 0.27618 -0.71740
C 3.36592 -1.22751 -1.76167
C 4.75626 -1.24876 -1.78559
C 5.39616 -2.48160 -1.80660
C 4.64716 -3.64823 -1.77760
C 3.25376 -3.60677 -1.72206
C 2.59716 -2.39153 -1.72087
C -2.20656 3.96200 -0.33742
C -1.47205 4.75565 0.53518
C -2.08569 5.87246 1.08466
C -3.40362 6.17815 0.75692
C -4.12737 5.35599 -0.10067
C -3.53055 4.22850 -0.64826
H -0.33688 4.43083 -2.17295
H -1.29396 3.46814 -3.32178
H 1.36944 2.70491 -2.01986
H 1.19371 3.19019 -3.68939
H -0.04384 1.16551 -4.26706
H -0.27845 0.72168 -2.59450
H 2.40064 0.65849 -4.08271
H 1.42221 -0.72241 -3.55709
H 5.32597 -0.32804 -1.80369
H 6.47579 -2.52601 -1.85009
H 5.14983 -4.60612 -1.79985
H 2.68641 -4.52709 -1.69154
H 1.51438 -2.34463 -1.66895
H -0.44301 4.51252 0.76598
H -1.52201 6.52619 1.73767
H -3.86025 7.07822 1.15014
H -5.14801 5.60253 -0.36158
H -4.08639 3.58475 -1.31884
C 4.07202 -3.25056 3.26923
C 4.08641 -2.38410 2.03848
O 3.51915 -1.04362 2.27842
P 2.07218 -0.73617 2.74159
S 1.62373 1.18575 2.37652
S 0.70510 -1.77853 1.59546
O 1.98915 -1.15324 4.23245
C 0.74554 -1.08563 5.02141
C 0.38493 -2.47205 5.47941
H 4.61440 -4.17010 3.04608
H 3.06059 -3.52477 3.56926
H 4.56854 -2.75676 4.10300
H 3.52375 -2.81606 1.21003
H 5.09656 -2.16100 1.70784
H -0.03355 -0.63422 4.40225
H 0.97735 -0.41603 5.84573
H 0.16852 -3.12383 4.63250
H -0.50503 -2.42296 6.10691
H 1.19197 -2.90638 6.06699
C -3.18229 -1.62294 -3.30394
C -2.60692 -2.43460 -2.13392
C -1.72174 -3.57580 -2.66110
C -3.74820 -3.00592 -1.27219
C -1.79577 -1.55646 -1.29362
C -1.11951 -0.80677 -0.59710
H -3.78878 -2.27840 -3.92906
H -2.38700 -1.20511 -3.92383
H -3.81470 -0.81075 -2.94544
H -2.32622 -4.24125 -3.27750
H -1.30093 -4.15803 -1.84081
H -0.90823 -3.19070 -3.27927
H -4.36325 -3.65887 -1.89180
H -4.37982 -2.21012 -0.87844
H -3.35869 -3.58958 -0.43862

---

Record 5
Formula: C27H39BrF3N12O
Source: the Open Molecules 2025 dataset
Level of theory: ωB97M-V/def2-TZVPD

The charge is +1. The value obtained for the largest force on an atom is 5.1 eV Å⁻¹. The LUMO energy comes out at -3.05 eV.

Positions of all 83 atoms, in Å:
F 0.82998 -0.47840 1.24981
C 1.19170 -1.22420 0.06814
F 2.56123 -1.58078 0.20697
F 0.32669 -2.32012 -0.18080
C 1.08964 -0.19629 -1.19904
O 1.13883 1.13847 -0.60885
C 0.52293 2.11860 -1.50266
C -0.87196 2.69702 -0.95605
C -2.08462 1.66054 -0.99537
N -2.38308 0.76119 0.10681
C -3.57194 -0.05908 -0.16524
Br -4.35750 -1.39644 1.07193
C -4.04367 0.35020 -1.58406
N -3.10356 1.41544 -1.99882
H 0.09646 -0.30007 -1.75826
H 1.99989 -0.36734 -1.88460
H 0.39624 1.67557 -2.56654
H 1.26931 3.01608 -1.53038
H -0.75054 3.06749 0.12392
H -1.16211 3.59962 -1.61482
H -1.81571 0.72357 0.97611
H -4.92043 -0.06714 -2.19096
H -3.18883 1.91197 -2.90891
C 4.66269 4.14942 -1.64918
C 3.41329 3.94028 -2.38611
N 2.42987 3.77574 -2.96501
H 5.43684 3.44430 -1.96130
H 5.05841 5.15591 -1.80664
H 4.52161 4.02041 -0.57289
C -0.69507 -0.16094 4.45097
C -1.60553 0.98966 4.43771
N -2.32163 1.89195 4.42609
H 0.23529 0.06779 4.97717
H -1.14457 -1.02445 4.94728
H -0.42555 -0.47373 3.43873
C 0.94448 -4.11046 -3.53693
C 0.04661 -2.95210 -3.56217
N -0.66057 -2.04168 -3.58203
H 1.87188 -3.88892 -3.00262
H 0.48139 -4.96718 -3.04089
H 1.22035 -4.43082 -4.54858
C 5.74372 8.19797 -0.49512
C 6.65393 7.49786 -1.40720
N 7.36809 6.94694 -2.12356
H 5.34233 7.52546 0.26727
H 6.24760 9.01547 0.02611
H 4.89282 8.62875 -1.02869
C -8.61010 -2.30275 1.18366
C -8.15269 -1.27084 0.24766
N -7.79008 -0.46039 -0.48695
H -8.72704 -1.90495 2.19462
H -9.57576 -2.71723 0.88402
H -7.90358 -3.13466 1.24232
C 0.29150 -0.29608 -6.53195
C 1.20088 -1.00313 -7.43868
N 1.91582 -1.55852 -8.15028
H -0.11492 -0.96373 -5.76723
H 0.79666 0.52227 -6.01236
H -0.55688 0.13632 -7.06838
C -3.98644 -3.66217 4.83228
C -5.24002 -3.88070 4.10199
N -6.22578 -4.05219 3.52864
H -3.20829 -4.36230 4.51806
H -3.59795 -2.65309 4.67175
H -4.12088 -3.78978 5.90941
C -0.03850 -3.17658 6.80663
C -0.55565 -3.99515 5.70422
N -0.96192 -4.63884 4.83862
H 0.08333 -2.13223 6.51003
H -0.70908 -3.19183 7.66940
H 0.93665 -3.53168 7.14880
C 1.41541 3.37639 4.65801
C 1.87110 4.40715 3.72026
N 2.22904 5.21570 2.98245
H 1.30164 3.77359 5.66963
H 0.44803 2.96273 4.36154
H 2.12103 2.54350 4.71479
C 4.84145 -5.20293 -4.11329
C 3.58234 -5.39882 -4.83798
N 2.59348 -5.55275 -5.40843
H 5.60450 -5.91643 -4.43368
H 5.24605 -4.20065 -4.27446
H 4.70942 -5.33077 -3.03585

---

Record 6
Formula: C27H39ClN7O5SSc
Source: the Open Molecules 2025 dataset
Level of theory: ωB97M-V/def2-TZVPD

The charge is +2. The value obtained for the largest force on an atom is 1.7 eV Å⁻¹. The relative energy (zero: lowest compared OMol25 entry of this formula, charge and spin) is 0.0 kJ/mol. The LUMO energy comes out at -6.28 eV.

Positions of all 81 atoms, in Å:
Sc 0.24377 -1.25998 2.68162
C 1.77159 -2.32414 5.38955
C 2.02783 -0.85259 5.32335
N 0.85670 -0.17311 4.73198
C -0.29637 0.13180 5.60571
C -1.25378 -1.04930 5.80783
S -1.67113 -2.09307 4.38588
C -0.90513 -3.67341 4.81691
C 0.48360 -4.00324 4.23233
N 1.34042 -2.80398 4.07829
H 2.66626 -2.86243 5.69087
H 1.06356 -2.56425 6.17632
H 2.30556 -0.43330 6.29810
H 2.88913 -0.68167 4.62691
H 1.17569 0.74367 4.43568
H 0.03511 0.48153 6.56978
H -0.82820 0.95950 5.14561
H -0.91963 -1.76149 6.55216
H -2.20915 -0.69000 6.14387
H -0.88681 -3.71832 5.88610
H -1.58505 -4.44687 4.48746
H 0.98986 -4.73088 4.86490
H 0.37702 -4.44265 3.22854
H 2.15511 -3.04841 3.53808
O -2.71521 -2.66352 -3.28312
C -1.63698 -2.72858 -2.50857
O -0.61115 -3.16974 -2.93114
C -1.77902 -2.20380 -1.09048
C -2.92734 -1.70830 -0.47378
N -2.61919 -1.36523 0.80099
N -1.31215 -1.61140 1.05071
C -0.81394 -2.14990 -0.04840
C 0.67603 -2.49310 0.03148
O 1.35779 -2.93357 -0.81411
O 1.10823 -2.16615 1.23292
H -3.38329 -2.09731 -2.92142
H -3.92687 -1.56563 -0.82407
H -3.25877 -1.06248 1.51954
C 2.87254 0.15391 -2.56327
C 1.59732 0.95762 -2.95383
C 0.36456 0.18498 -2.47886
C 1.61775 0.93140 -4.49418
C 1.74026 2.44138 -2.39938
O 2.80714 3.10437 -3.04930
C 0.46111 3.28427 -2.40279
C -0.22144 3.63236 -3.76316
C -1.43026 2.78906 -3.98250
C -2.37227 2.63712 -2.97768
C -3.56868 1.96896 -3.18221
C -3.83215 1.37223 -4.43572
Cl -5.33311 0.47255 -4.58260
C -2.90128 1.49094 -5.47133
C -1.71538 2.19436 -5.20613
C 2.31328 2.51085 -0.97215
N 1.52341 1.91520 0.12035
C 1.67125 0.75812 0.74972
N 0.80493 0.69179 1.77352
C 0.23843 1.92216 1.75429
N 0.62808 2.71049 0.78806
H 2.82133 -0.80973 -3.08629
H 3.01435 -0.00963 -1.49700
H 3.76378 0.69159 -2.87976
H 0.53204 -0.86772 -2.69402
H -0.53674 0.50339 -3.00532
H 0.17406 0.30027 -1.41920
H 1.52615 -0.10513 -4.81216
H 2.52782 1.36571 -4.90527
H 0.81244 1.47633 -4.94907
H 2.62765 3.15009 -3.99739
H 0.72558 4.21671 -1.92138
H -0.22468 2.77647 -1.72446
H 0.50813 3.52636 -4.60128
H -0.53707 4.68163 -3.74068
H -2.21868 3.12404 -2.03210
H -4.33014 1.91163 -2.42608
H -3.05697 1.04198 -6.45087
H -0.99904 2.24504 -6.00861
H 2.40657 3.56074 -0.68179
H 3.30568 2.06986 -0.89935
H 2.38903 0.00314 0.50438
H -0.48085 2.23841 2.51850

---

Question: The lowest largest force on an atom belongs to which entry?
Answer: C27H39Br2O4PS4W